Entry 1:
The following is a quantum chemistry calculation of 13 unconnected molecules or ions with the total composition C4H34N2O13 in a non-equilibrium geometry, from the Open Molecules 2025 dataset.

```
53
Properties=species:S:1:pos:R:3
C -2.8553 0.2660 1.2861
O 1.1477 1.6582 -1.2337
H -1.8945 -0.9691 2.5467
H -2.6992 -3.8688 -0.7048
H 2.2560 -0.5461 -2.4489
H 2.7813 -2.8254 0.1005
O 2.8598 -0.3955 -1.6982
H 2.9121 1.4472 0.9646
C 0.1449 1.7707 -0.7121
O -1.2388 -2.8304 1.5567
H -2.4004 1.0378 -0.7710
H 0.2061 -4.4500 -2.3362
O 0.9568 1.2800 2.9143
H -3.0323 -0.6872 0.8271
H -1.5318 -2.0354 -2.9788
N -0.2260 -0.7456 -0.3411
H -2.1242 2.0332 0.5628
H -3.8743 0.7419 1.6725
O 3.6931 1.8639 0.5848
H -1.1242 -1.9372 1.1268
H 0.0161 1.0674 2.8653
H 0.5564 -0.6249 -0.9799
H -0.3251 -3.2025 1.3059
O -2.2343 -1.7809 -3.4863
H 0.8991 4.8311 -1.6112
O 0.0308 -3.5238 -1.9935
H 2.3755 -2.0072 -1.2226
H -2.9390 -2.3144 -3.1649
H -1.8915 -0.0996 -2.9255
H -1.4635 1.3486 -2.9870
O 2.3384 -2.9007 -0.8039
O -3.3012 -3.0720 -0.4127
H -2.7814 -2.7897 0.3276
H -0.2097 0.8226 1.1298
C -0.6162 0.6543 0.1645
N -2.1034 0.0893 2.4991
H 2.5986 -0.7302 2.9088
H 4.3885 1.5425 1.2288
H -2.6777 0.1722 3.2778
H -1.0107 -1.0993 -0.8777
H 0.8803 -3.3264 -1.6699
H 0.8300 2.2491 3.0450
H -0.4852 2.7509 -0.6910
O -1.3743 0.5276 -2.5433
O 1.8230 3.4891 1.4571
H 2.3242 0.3024 1.8768
O 0.9854 4.4546 -0.7310
H 2.5903 0.1736 -0.9393
C -2.1118 1.0347 0.2401
H 1.6025 4.3075 1.5844
H 1.7311 3.9215 -0.8543
H 2.6828 3.3230 1.0233
O 2.9150 -0.3987 2.0415
```

Output
**DFT total energy**: -1260.3199 hartree
**Energy above the lowest of the compared OMol25 structures with the same formula, charge and spin**: 572.44 kJ/mol
**Net charge**: 0
**Highest occupied orbital energy**: -0.3304 Eh
**Orbital gap**: 9.340 eV


Entry 2:
The following is a quantum chemistry calculation of 13 unconnected molecules or ions with the total composition C4H34N2O13S in a non-equilibrium geometry, from the Open Molecules 2025 dataset.

```
54
Properties=species:S:1:pos:R:3
O -3.4093 -1.4887 1.4139
H 2.1407 2.4202 1.7095
O 1.0518 0.0675 -4.2603
O 2.2977 -2.4583 -2.5754
C -1.1347 -1.4218 -1.1067
H 1.4555 -0.5461 -4.9154
O -0.4905 -4.8479 1.5123
N 1.3113 1.6154 -0.1561
H -0.4631 -0.6764 0.7229
H 0.0696 -4.1215 1.1740
H -1.0456 1.0681 -1.5757
H 0.6413 -0.3073 4.2401
H -0.6436 -0.2954 5.0561
H 3.0041 -1.8894 -2.5428
H 0.5486 -0.4344 -3.5855
H 2.0232 -2.8194 2.7028
N -1.1716 -0.4463 0.0838
H -1.3076 -2.4748 -0.5618
H -0.4550 -2.0493 -3.0641
O -0.0487 -2.2956 -3.9333
H 1.6388 -1.7923 -2.4043
H 1.9302 -2.5127 -0.5610
C -0.5579 3.4056 0.2329
H 0.4205 -3.1014 -3.8177
H 1.4969 -2.8772 4.1568
H 0.4913 2.5447 -2.1598
O 1.4820 -3.2254 3.3137
H -2.1036 1.3208 0.0048
H -1.1457 -4.4082 1.9894
O -0.2168 -0.8754 4.5781
O 0.0587 -1.2975 -1.6800
H -0.5564 1.4345 2.6410
O 0.2814 2.6817 -3.0643
H 0.6797 1.8922 -3.4082
O 2.1952 2.1491 2.6703
H -2.8266 -1.9329 2.0995
H -1.5668 3.5577 0.2736
C -1.1601 0.9984 -0.3864
H -1.9799 -1.2478 -1.8756
H 1.5058 2.2341 -0.9100
C -0.0824 1.8326 0.2760
H -1.6144 2.8646 -2.3309
O -0.2674 1.5318 3.6009
H -2.2269 3.9371 -1.5174
H -0.4859 1.4984 1.3837
H 1.5131 0.7459 -0.3846
H -0.7684 2.1352 3.6981
H 1.4119 2.7386 3.0336
H -0.3039 3.7161 -0.7796
H -2.8976 -0.8168 0.9389
S 0.0388 4.1245 1.7574
H 1.4311 -1.3453 0.2675
O 2.1205 -1.9894 0.2746
O -2.3089 3.4802 -2.2490
```

Output
**DFT total energy**: -1658.4399 hartree
**Energy above the lowest of the compared OMol25 structures with the same formula, charge and spin**: 604.25 kJ/mol
**Net charge**: -2
**Highest occupied orbital energy**: -0.0476 Eh
**Orbital gap**: 6.125 eV